288
Properties=species:S:1:pos:R:3:forces:R:3 method="wB97M-V/def2-TZVPD" fmax_ev_per_a=2.5 gap_ev=8.21 lumo_energy_ev=0.013
C -0.65535 0.30986 3.26496 0.420 1.021 -1.029
O -0.68267 -0.81019 4.09026 -0.181 -0.860 0.461
H 0.23821 0.94717 3.40410 -0.355 -0.149 0.146
H -0.57566 -0.07451 2.24460 -0.071 0.138 0.150
H -1.56227 0.94171 3.29238 0.191 -0.279 0.248
H -0.63705 -0.57631 5.01756 0.025 0.244 0.104
C 3.72247 1.17624 -1.76921 -1.178 0.757 0.031
O 2.48880 1.87341 -1.61680 0.318 0.714 -0.411
H 3.99335 0.75461 -0.80709 0.536 -0.259 0.094
H 3.62706 0.41301 -2.53551 0.234 -0.323 -0.123
H 4.41436 1.95032 -2.10008 0.342 -0.321 0.126
H 1.77435 1.30426 -1.30915 -0.282 -0.594 0.331
C -4.65273 1.68396 0.80105 -0.151 0.508 0.527
O -5.41095 2.90241 0.69922 -0.645 -0.337 -0.284
H -4.86291 1.20933 1.76475 0.115 -0.144 -0.128
H -4.85807 1.00609 -0.01292 -0.171 -0.256 -0.326
H -3.60972 1.96872 0.75696 0.247 -0.018 0.057
H -6.35971 2.67869 0.66313 0.657 0.181 0.043
C -3.71506 8.22642 2.70383 -0.258 -0.618 0.407
O -2.88009 7.10879 2.49919 0.184 -0.617 -0.047
H -3.14387 9.02234 3.16566 0.136 0.186 -0.071
H -4.16813 8.54789 1.77500 -0.105 0.349 -0.309
H -4.51040 7.92558 3.38551 -0.247 0.325 0.125
H -3.47303 6.32974 2.44192 0.284 0.351 -0.136
C -1.71459 3.73189 -4.34001 0.401 0.149 -0.636
O -1.96498 2.40107 -4.73446 -0.351 -0.472 0.131
H -0.66818 3.79144 -4.08116 0.414 0.003 0.108
H -1.86179 4.39907 -5.19847 -0.183 0.214 0.277
H -2.26087 4.06496 -3.46779 -0.447 0.043 0.139
H -2.92491 2.26486 -4.75949 0.131 0.118 0.171
C -4.56116 4.26116 3.54090 0.275 -0.728 -0.072
O -4.79841 5.02265 2.37342 0.192 0.557 0.386
H -3.91739 3.39515 3.31991 0.028 0.235 0.077
H -4.06002 4.87862 4.28266 -0.030 0.105 -0.026
H -5.47580 3.85127 3.96811 -0.232 0.164 0.062
H -4.97247 4.40768 1.65428 -0.152 -0.316 -0.292
C 4.40749 -3.06936 1.79183 0.145 0.242 0.287
O 3.05250 -3.38733 1.90338 -0.682 -0.024 -0.107
H 4.98908 -3.93357 2.05035 0.230 -0.658 0.206
H 4.69696 -2.81741 0.77403 0.048 0.394 -0.187
H 4.68923 -2.29736 2.51488 0.127 0.269 -0.273
H 2.50167 -2.63953 1.58491 0.098 -0.418 0.138
C -3.01272 6.16744 -0.76967 -0.702 -0.056 0.203
O -1.98664 6.18084 -1.73759 0.037 -0.691 -0.151
H -3.41155 5.15160 -0.71460 0.055 -0.065 -0.264
H -2.69285 6.38853 0.25200 0.208 0.367 -0.179
H -3.85649 6.82079 -1.05519 0.293 -0.068 0.169
H -1.56236 7.03187 -1.78104 0.086 0.474 0.164
C 2.18319 -1.96385 5.55603 0.208 1.313 0.537
O 3.18944 -2.59218 6.30750 -0.340 -0.108 0.457
C 4.07433 -3.38928 5.57949 1.145 -0.020 -0.124
C 5.01110 -4.11567 6.52423 0.626 -0.824 0.368
N 6.00964 -3.26410 7.15387 -1.304 1.321 -0.280
C 7.04851 -3.88267 7.89645 0.173 -0.309 0.001
C 7.90592 -2.81782 8.54063 0.382 0.440 0.397
O 7.11923 -2.20191 9.56994 0.687 0.221 0.968
C 7.88003 -1.21413 10.28615 -0.168 0.124 -0.643
H 1.70344 -1.22152 6.22954 0.104 -0.624 -0.264
H 1.45104 -2.65228 5.17263 -0.359 -0.422 -0.240
H 2.58649 -1.35636 4.73678 0.137 -0.272 -0.163
H 4.70860 -2.74946 4.94897 -0.174 -0.048 -0.216
H 3.60358 -4.15476 4.95145 -0.426 0.208 -0.033
H 5.63772 -4.81124 5.92468 -0.653 0.042 0.104
H 4.39637 -4.73288 7.23780 0.461 0.406 -0.338
H 5.59930 -2.55611 7.75569 -0.319 -0.056 -0.256
H 7.57086 -4.56069 7.21745 0.519 0.147 0.143
H 6.68183 -4.49128 8.72139 -0.165 -0.383 0.337
H 8.19825 -1.99215 7.86483 0.068 -0.604 -0.171
H 8.80545 -3.27948 8.98652 -0.170 0.186 -0.136
H 8.23844 -0.47399 9.59013 -0.014 0.586 -0.557
H 8.80082 -1.53537 10.76495 0.014 -0.933 0.176
H 7.30114 -0.68176 11.03853 -0.466 -0.417 -0.139
C 1.40700 6.54002 -0.50709 -0.445 0.352 1.110
O 1.74425 6.86399 0.84951 -0.027 0.193 0.155
C 0.63924 7.21704 1.72236 0.563 -0.338 -0.808
C 1.18351 7.87831 2.98853 -1.033 -1.082 0.878
N 1.93577 9.05350 2.71786 0.308 0.477 -2.007
C 2.78530 9.56611 3.73685 0.163 0.011 1.056
C 2.02984 9.99627 4.98924 -0.221 0.470 -0.673
O 1.64874 8.83340 5.68371 -0.672 0.388 0.847
C 0.89283 9.20970 6.83338 0.320 -0.746 0.125
H 1.08828 7.43877 -1.06794 0.035 -0.246 0.191
H 0.59342 5.80194 -0.49661 0.130 0.024 -0.328
H 2.30546 6.13358 -0.96414 -0.048 -0.079 -0.028
H 0.03217 6.30357 1.91488 0.332 0.582 0.212
H 0.00711 7.92848 1.18846 -0.191 0.144 -0.003
H 1.76272 7.17802 3.61016 -0.045 -0.286 -0.235
H 0.31402 8.14778 3.61292 0.139 -0.239 -0.240
H 2.48275 8.86005 1.87849 -0.070 0.213 0.211
H 3.39169 10.36474 3.32561 -0.188 0.469 -0.042
H 3.53160 8.85795 4.12420 0.019 -0.450 -0.066
H 1.11158 10.60356 4.78146 0.663 -0.295 -0.188
H 2.69714 10.60194 5.60489 0.097 0.154 0.210
H 0.00574 9.81093 6.60097 0.310 0.247 -0.168
H 1.54117 9.68638 7.58272 -0.199 0.284 -0.230
H 0.51843 8.30436 7.29416 0.013 -0.342 0.001
C 5.54627 -2.49731 -1.99064 0.103 -0.898 -0.068
O 5.69408 -2.51665 -3.38453 0.527 0.444 -0.828
C 6.96954 -2.86317 -3.90429 0.293 -0.385 -0.423
C 7.24663 -4.39189 -3.92915 0.783 0.811 0.667
N 6.14337 -5.10703 -4.47900 -1.668 0.442 -0.611
C 5.79201 -6.41010 -3.95600 -0.062 0.103 0.865
C 5.26525 -6.45271 -2.49435 0.498 -0.523 -0.079
O 4.08861 -5.69419 -2.43343 1.054 0.987 -1.815
C 3.43591 -5.59294 -1.23317 -0.891 -1.347 0.804
H 5.51860 -3.53385 -1.62183 0.024 0.215 0.241
H 4.58954 -2.02961 -1.79524 -0.184 0.111 0.147
H 6.33826 -1.94351 -1.49045 0.181 0.139 0.060
H 7.81601 -2.31441 -3.46189 -0.322 -0.229 0.613
H 7.01635 -2.49563 -4.93371 -0.573 -0.145 -0.067
H 7.53747 -4.72999 -2.91658 -0.242 0.026 -0.127
H 8.14679 -4.52466 -4.55236 -0.065 0.015 0.149
H 5.30645 -4.49201 -4.53600 0.883 -0.773 0.276
H 6.63535 -7.09688 -4.03951 0.207 0.066 0.086
H 5.02158 -6.83367 -4.59010 -0.270 -0.001 -0.137
H 6.01798 -6.10828 -1.76696 -0.038 0.349 -0.160
H 5.10747 -7.51475 -2.19553 -0.301 0.338 -0.247
H 2.50537 -5.06329 -1.40891 -0.240 0.047 -0.062
H 3.92587 -5.07696 -0.39937 0.496 -0.102 -0.161
H 3.20069 -6.63874 -0.98149 -0.293 0.389 0.858
C 2.02077 2.35538 -4.78492 0.435 0.042 -0.893
O 1.94896 2.45562 -6.18955 0.259 0.297 -0.794
C 0.79767 3.08615 -6.69591 -0.421 0.019 -0.206
C 0.85385 3.07519 -8.25038 -0.659 0.363 1.266
N 1.04757 1.77618 -8.84235 1.118 -0.696 -0.188
C -0.05912 0.86158 -8.71385 -0.488 -0.372 -0.116
C 0.28659 -0.48408 -9.32810 0.652 -0.756 0.454
O 1.34034 -1.09791 -8.51110 -0.460 0.978 0.111
C 1.83016 -2.38312 -8.84016 -1.249 0.000 -0.592
H 2.15087 3.34722 -4.35927 -0.228 0.139 0.413
H 2.93725 1.78563 -4.60958 -0.353 -0.089 0.347
H 1.12202 1.85409 -4.44052 -0.083 -0.114 0.592
H 0.66027 4.13321 -6.34030 0.420 -0.317 -0.104
H -0.09419 2.55459 -6.33133 0.041 -0.072 -0.120
H 1.57497 3.84448 -8.56929 0.029 -0.616 -0.158
H -0.13974 3.41670 -8.56851 0.139 0.167 -0.100
H 1.83498 1.26240 -8.42135 -0.157 0.787 -0.202
H -0.94382 1.23421 -9.25870 0.231 0.044 0.200
H -0.34129 0.69265 -7.67085 -0.228 -0.017 0.186
H 0.60112 -0.30206 -10.36141 0.378 -0.241 0.045
H -0.59980 -1.13740 -9.36670 0.178 0.045 0.204
H 2.17500 -2.35711 -9.87066 0.350 -0.302 -0.183
H 1.01032 -3.12607 -8.77507 0.265 0.127 -0.035
H 2.62553 -2.71062 -8.16059 -0.160 0.539 -0.088
C -2.90851 -3.16734 2.89909 -1.629 -0.403 0.268
O -4.27942 -3.48562 2.55595 -0.209 0.492 0.155
C -5.27476 -2.55867 3.02661 1.132 0.262 0.205
C -6.65871 -2.98211 2.54408 0.240 -0.935 -0.620
N -7.09384 -4.36999 2.83006 0.206 0.467 0.353
C -7.31035 -4.57911 4.24985 0.451 0.300 0.573
C -7.68400 -6.00166 4.52611 -1.119 -0.347 0.098
O -6.63878 -6.81257 4.10503 0.485 -1.401 -0.734
C -6.92017 -8.23482 4.12327 1.113 1.014 0.766
H -2.63776 -2.17542 2.54612 0.055 0.189 0.143
H -2.33054 -3.92481 2.39592 0.330 -0.163 -0.183
H -2.76319 -3.26840 3.98393 0.065 0.265 -0.194
H -5.03204 -1.53933 2.63831 -0.242 -0.430 0.030
H -5.21240 -2.45367 4.12421 -0.063 -0.287 -0.153
H -6.68029 -2.80984 1.46112 -0.031 -0.282 0.055
H -7.41978 -2.30875 2.95024 0.136 -0.032 0.172
H -6.48446 -5.13383 2.51742 0.079 0.922 -0.184
H -8.08741 -3.88973 4.60042 -0.047 -0.184 -0.003
H -6.41948 -4.40293 4.90398 -0.219 0.180 -0.519
H -8.60585 -6.29669 4.02466 -0.241 0.147 -0.426
H -7.90323 -6.15385 5.58172 0.183 0.078 0.487
H -5.97225 -8.70564 3.82996 -0.264 0.065 0.261
H -7.66704 -8.57833 3.40494 -0.353 0.403 0.170
H -7.15438 -8.48400 5.17885 -0.147 -0.326 -0.666
C 3.01092 0.98297 2.29565 -0.246 0.422 0.442
O 2.41129 2.20961 2.70652 -0.039 -0.574 -0.264
C 2.36031 3.12876 1.63238 0.270 0.607 0.316
C 3.74083 3.57451 1.09705 -0.565 0.373 0.310
N 4.69216 4.04135 2.10220 -0.026 -0.437 0.488
C 4.27688 5.25714 2.80791 0.491 0.419 -1.988
C 5.32682 5.79877 3.72052 -0.031 0.389 -0.136
O 5.37507 4.96559 4.82423 0.276 -1.432 0.902
C 6.32506 5.37800 5.75540 -0.643 1.846 1.002
H 2.60288 0.67706 1.32396 0.251 -0.043 -0.033
H 2.73733 0.21586 3.03080 0.228 0.193 -0.119
H 4.09636 1.14887 2.27372 -0.091 -0.546 -0.235
H 1.83860 3.98813 2.07174 0.162 0.038 -0.269
H 1.75822 2.74848 0.80063 0.023 -0.159 -0.029
H 3.51618 4.37351 0.39705 0.010 0.487 -0.020
H 4.20615 2.84799 0.44598 0.141 -0.602 0.180
H 4.84442 3.29679 2.78044 -0.016 0.132 -0.078
H 3.34382 5.19455 3.33483 -0.666 -0.179 0.398
H 4.16041 5.97089 1.97860 -0.303 0.201 0.375
H 5.05134 6.82260 4.07311 0.242 -0.335 -0.432
H 6.30822 5.78824 3.23041 -0.045 0.343 -0.170
H 7.37964 5.29861 5.46657 -0.171 -0.312 -0.222
H 6.13435 4.94223 6.74091 0.133 -0.524 -0.407
H 6.10260 6.46013 5.93486 0.569 -0.314 -0.009
C 3.20916 -7.69842 4.83105 0.387 -1.066 -0.358
O 3.63051 -7.97433 3.48715 -1.284 0.171 0.765
C 3.00566 -7.08303 2.56917 1.362 0.363 -0.348
C 1.57994 -7.44555 2.15568 0.052 -0.183 0.194
N 1.14627 -6.76176 0.94494 0.667 1.084 0.171
C -0.10923 -7.21735 0.44025 -0.365 -0.284 -0.307
C -0.56127 -6.47647 -0.82644 -0.758 -0.487 -0.142
O -0.87551 -5.08254 -0.58531 0.433 -1.305 1.017
C -1.36599 -4.37079 -1.69166 0.475 -0.608 -0.701
H 2.12614 -7.65434 4.96672 -0.076 0.407 -0.344
H 3.70790 -6.79356 5.19167 -0.156 -0.073 0.175
H 3.48586 -8.59178 5.39465 0.387 0.318 0.233
H 3.71441 -7.14033 1.72531 -0.718 0.279 -0.148
H 3.08624 -6.06713 2.99887 -0.301 -0.091 -0.354
H 0.89852 -7.31029 3.02059 0.049 0.056 -0.273
H 1.57542 -8.51684 1.92413 0.008 0.016 0.060
H 1.11795 -5.74274 1.01594 0.278 -0.305 0.385
H -0.91487 -7.18411 1.17636 -0.290 0.159 0.271
H 0.05321 -8.29104 0.23507 -0.446 0.301 -0.428
H -1.45919 -7.02154 -1.21770 0.353 0.577 0.297
H 0.20630 -6.62392 -1.58927 0.220 0.524 -0.129
H -2.20154 -4.91310 -2.15817 -0.064 0.304 0.092
H -0.55883 -4.29845 -2.42532 -0.096 0.188 -0.338
H -1.64286 -3.35647 -1.39641 -0.156 -0.271 0.164
C 1.53670 -3.44383 -4.33488 -0.413 -0.222 -1.343
O 0.50457 -2.44904 -4.28726 0.391 -0.091 0.600
C -0.22370 -2.08879 -5.47859 1.284 -0.848 -0.126
C -1.16711 -0.97872 -5.12526 -1.459 0.361 0.382
N -2.19483 -1.44468 -4.15055 1.252 -0.497 -0.879
C -3.24202 -0.55360 -3.80659 -0.675 0.447 -0.183
C -4.11558 -1.18629 -2.73595 -0.527 0.631 0.547
O -3.39837 -1.36549 -1.50815 0.530 0.532 -0.244
C -4.10287 -2.06004 -0.50683 -0.237 -0.013 0.075
H 1.12297 -4.46153 -4.44538 -0.110 0.254 0.039
H 2.13982 -3.44374 -3.43546 -0.202 0.386 0.400
H 2.26064 -3.32670 -5.17202 -0.523 0.331 0.236
H -0.75487 -2.98666 -5.86949 0.182 0.535 0.140
H 0.51921 -1.72214 -6.21464 -0.467 -0.209 0.017
H -1.74238 -0.65363 -6.02463 0.481 -0.343 0.356
H -0.61205 -0.07123 -4.81362 -0.110 -0.357 0.166
H -1.79401 -1.79929 -3.29616 0.497 -0.056 -0.025
H -3.89759 -0.35651 -4.70033 0.475 -0.149 0.668
H -2.89891 0.44120 -3.44934 -0.144 -0.328 -0.051
H -4.54910 -2.15833 -3.00883 0.092 0.186 -0.326
H -4.91791 -0.43877 -2.59227 -0.162 -0.420 0.267
H -4.36859 -3.04685 -0.88747 -0.297 -0.163 0.170
H -4.99819 -1.51399 -0.16805 -0.054 -0.118 -0.304
H -3.49748 -2.19601 0.39666 0.247 0.099 -0.454
C -5.16706 3.12120 -2.73611 -0.095 -1.559 -0.444
O -4.83360 2.41785 -3.98288 0.242 1.604 1.174
C -5.85267 2.44013 -4.94311 -1.016 -0.653 -0.588
C -6.81070 1.25763 -4.72258 0.102 0.202 -0.504
N -7.76237 1.12024 -5.83839 0.523 0.944 0.661
C -8.47306 -0.12560 -5.78768 -1.122 0.531 0.013
C -9.58983 -0.09513 -6.82514 0.267 -1.291 -0.181
O -10.48047 0.97035 -6.64587 -0.749 -0.100 -1.191
C -11.30357 1.00577 -7.84705 -0.486 0.782 1.617
H -6.21722 2.88595 -2.52516 0.229 -0.103 0.390
H -5.09359 4.20923 -2.67852 0.441 0.039 -0.810
H -4.48459 2.66874 -2.00447 -0.405 0.258 0.006
H -5.39253 2.27713 -5.92202 0.002 0.277 0.051
H -6.44701 3.37095 -4.96571 0.475 -0.021 0.066
H -7.30748 1.35836 -3.75284 -0.149 -0.046 0.167
H -6.17333 0.36162 -4.65807 -0.323 0.089 -0.167
H -8.43992 1.89047 -5.86165 0.425 -0.311 0.177
H -8.95304 -0.33227 -4.79471 0.442 0.026 -0.437
H -7.74190 -0.88335 -6.02817 -0.121 -0.672 0.002
H -10.15113 -1.04921 -6.76249 0.218 0.176 -0.087
H -9.21759 0.00324 -7.85555 0.525 -0.307 0.267
H -10.71028 0.98635 -8.75847 0.077 0.356 0.008
H -11.93165 1.87510 -7.69725 0.292 0.618 -0.517
H -12.06303 0.23277 -7.90559 0.294 -0.883 0.256
C -1.25144 3.52255 1.51111 0.111 0.840 0.766
O -1.23863 2.34260 0.75873 -0.532 -0.767 0.792
C -0.95478 2.53180 -0.58806 0.027 -0.161 -1.618
C -0.88512 1.18105 -1.31482 -0.365 -0.917 1.039
N 0.20915 0.36161 -0.70155 -1.054 2.260 -0.254
C 0.21567 -0.93546 -1.25120 -0.201 -1.103 -1.167
C 1.19538 -1.82928 -0.55939 0.836 -0.093 0.461
O 1.08278 -1.80405 0.87974 -1.978 -1.387 -0.411
C -0.21550 -2.45992 1.28475 1.087 1.085 -0.455
H -0.28211 4.00834 1.45962 0.337 0.138 -0.092
H -1.39454 3.26291 2.57519 -0.147 -0.002 -0.529
H -1.98710 4.31529 1.21858 0.114 -0.905 -0.092
H 0.02115 3.00230 -0.70643 0.104 0.453 -0.050
H -1.75284 3.15297 -1.02095 0.272 0.106 -0.264
H -0.70803 1.19396 -2.39181 -0.007 0.708 0.001
H -1.86195 0.64128 -1.17922 0.585 0.366 -0.085
H -0.03368 0.38803 0.26857 0.301 -0.435 0.829
H 0.55516 -0.83408 -2.29507 -0.113 -0.288 0.099
H -0.78452 -1.40769 -1.32047 0.143 0.210 0.244
H 2.20747 -1.46961 -0.76000 0.068 0.063 0.044
H 1.13642 -2.84798 -0.96823 -0.126 0.012 0.283
H -0.15369 -2.62025 2.35442 0.120 0.021 0.112
H -0.43076 -3.40809 0.75748 0.456 0.524 0.084
H -1.00953 -1.71884 1.09316 0.132 -0.438 -0.045